Here is a gas-phase ion, C6H13N2 (charge +1) from the OMol25 dataset. Energies are from ωB97M-V/def2-TZVPD.

Each line ends with the Mulliken charge.
Element x y z (Å)
N  1.38  1.24  0.29  -0.440
C  1.96  0.04  -0.31  -0.740
C  1.17  -1.21  0.07  -1.002
C  -0.36  -1.07  -0.11  0.459
C  -0.77  -0.23  -1.27  -0.535
N  -1.60  0.68  -0.98  -0.040
C  -1.88  0.80  0.47  -0.500
C  -1.14  -0.41  1.06  -0.842
H  1.76  2.07  -0.14  0.218
H  1.64  1.31  1.27  0.216
H  3.01  -0.12  -0.04  0.394
H  1.95  0.18  -1.39  0.371
H  1.54  -2.06  -0.51  0.406
H  1.34  -1.45  1.12  0.333
H  -0.77  -2.06  -0.32  0.543
H  -0.47  -0.38  -2.30  0.500
H  -1.99  1.32  -1.66  0.266
H  -1.48  1.76  0.81  0.300
H  -2.96  0.78  0.62  0.347
H  -1.84  -1.11  1.50  0.403
H  -0.46  -0.08  1.83  0.344

Summary:
Total charge ... +1
Kohn-Sham gap ... 9.43 eV
SMILES ... NCC[C@@H]1C=[NH+]CC1
LUMO energy ... -4.02 eV
Energy above the lowest of the compared OMol25 structures with the same formula, charge and spin ... 3.74 kcal per mole
Highest occupied orbital energy ... -13.451 eV

---

Here is a gas-phase ion, C6H13N2 (charge +1) at a distorted geometry from the OMol25 dataset. Energies are from ωB97M-V/def2-TZVPD.

Each line ends with the Mulliken charge.
Element x y z (Å)
C  0.11  1.61  2.46  -0.238
N  -0.35  1.00  1.45  -0.330
C  0.25  -0.20  1.03  0.109
C  0.01  -1.39  1.59  -0.916
C  0.95  -0.09  -0.29  -0.761
C  -0.06  0.19  -1.41  0.125
C  0.54  -0.10  -2.78  -1.492
N  -1.28  -0.70  -1.22  -0.139
H  -0.46  2.50  2.71  0.275
H  0.97  1.29  3.05  0.282
H  -0.61  -1.65  2.44  0.339
H  0.50  -2.25  1.14  0.334
H  1.45  -1.03  -0.54  0.371
H  1.76  0.65  -0.26  0.396
H  -0.42  1.22  -1.30  0.348
H  0.87  -1.15  -2.79  0.447
H  -0.17  -0.07  -3.60  0.419
H  1.36  0.58  -2.96  0.356
H  -1.50  -1.35  -1.96  0.409
H  -1.12  -1.24  -0.35  0.319
H  -2.12  -0.13  -1.25  0.345

Summary:
Total charge ... +1
Kohn-Sham gap ... 9.90 eV
SMILES ... C=NC(=C)C[C@@H](C)[NH3+]
LUMO energy ... -3.21 eV
Energy above the lowest of the compared OMol25 structures with the same formula, charge and spin ... 33.00 kcal per mole
Highest occupied orbital energy ... -13.108 eV

---

Here is 2 unconnected molecules or ions with the total composition C6H13N2 at a distorted geometry from the OMol25 dataset. Energies are from ωB97M-V/def2-TZVPD.

Each line ends with the Mulliken charge.
Element x y z (Å)
C  -0.73  1.45  0.40  0.501
C  -0.32  0.14  0.77  -0.217
C  0.72  -1.08  -0.98  0.661
C  -1.81  2.03  1.30  -1.259
C  -0.47  -1.95  -1.37  -1.058
C  1.59  -1.78  -0.01  -0.837
N  1.02  0.07  -1.52  -0.715
N  0.60  1.28  1.08  -0.265
H  -0.64  1.95  -0.61  0.339
H  -1.63  1.76  2.38  0.295
H  -2.81  1.83  0.79  0.339
H  -1.55  3.10  1.41  0.384
H  -1.37  -1.27  -1.46  0.322
H  -0.68  -2.71  -0.59  0.301
H  -0.28  -2.41  -2.41  0.333
H  1.04  -2.51  0.64  0.317
H  2.17  -1.00  0.55  0.283
H  2.53  -2.24  -0.54  0.326
H  0.42  0.52  -2.18  0.200
H  1.35  1.20  0.26  0.431
H  0.85  1.62  2.08  0.319

Summary:
Total charge ... +1
Kohn-Sham gap (spin up / spin down) ... 10.27 / 6.65 eV
Multiplicity ... 3
LUMO energy (spin up / spin down) ... -3.12 / -7.32 eV
Energy above the lowest of the compared OMol25 structures with the same formula, charge and spin ... 91.11 kcal per mole
Highest occupied orbital energy (spin up / spin down) ... -13.396 / -13.966 eV

---

Here is 2 unconnected molecules or ions with the total composition C6H13N2 at a distorted geometry from the OMol25 dataset. Energies are from ωB97M-V/def2-TZVPD.

Each line ends with the Mulliken charge.
Element x y z (Å)
C  1.86  1.59  -0.43  -0.829
C  1.89  0.84  0.85  -0.393
C  -2.50  -0.17  0.33  -0.456
C  -1.56  0.97  0.87  -0.067
C  1.39  0.38  -0.49  0.256
C  0.82  -2.02  -0.38  -0.499
N  -1.55  0.55  -0.55  0.032
N  0.97  -0.80  -1.21  -0.343
H  -1.81  2.00  1.02  0.277
H  2.05  2.56  -0.86  0.425
H  2.85  0.38  1.17  0.293
H  1.21  1.10  1.74  0.164
H  -2.45  -1.20  0.68  0.219
H  -3.52  0.12  0.27  0.332
H  -0.73  0.80  1.54  0.090
H  -0.14  -1.93  0.15  0.045
H  0.81  -2.99  -0.93  0.342
H  1.64  -2.27  0.37  0.278
H  -0.74  -0.08  -0.75  0.248
H  -1.96  1.02  -1.36  0.334
H  1.46  -0.86  -2.03  0.252

Summary:
Total charge ... +1
Kohn-Sham gap (spin up / spin down) ... 5.46 / 9.02 eV
Multiplicity ... 3
LUMO energy (spin up / spin down) ... -2.92 / -5.23 eV
Energy above the lowest of the compared OMol25 structures with the same formula, charge and spin ... 117.23 kcal per mole
Highest occupied orbital energy (spin up / spin down) ... -8.382 / -14.251 eV

---

Here is 2 unconnected molecules or ions with the total composition C6H13N2O2 at a distorted geometry from the OMol25 dataset. Energies are from ωB97M-V/def2-TZVPD.

Each line ends with the Mulliken charge.
Element x y z (Å)
C  -2.78  0.19  0.34  -0.051
C  1.33  -0.83  -0.75  -0.508
C  0.69  -1.95  0.07  -0.482
C  0.42  0.00  1.09  -0.146
C  1.62  1.58  -0.14  -0.940
C  -1.98  1.16  -0.11  -0.507
N  1.24  0.24  0.18  0.080
N  0.03  -1.26  1.15  -0.031
O  -2.83  -0.89  -0.54  -0.523
O  -1.25  1.05  -1.26  -0.532
H  -3.55  0.27  1.12  0.421
H  2.30  -1.09  -1.15  0.443
H  0.51  -0.52  -1.43  0.240
H  -0.16  -2.50  -0.45  0.282
H  1.51  -2.51  0.50  0.352
H  0.04  0.73  1.87  0.425
H  2.09  1.86  0.84  0.393
H  2.34  1.60  -0.89  0.360
H  0.84  2.18  -0.43  0.325
H  -1.85  2.04  0.42  0.522
H  -1.85  0.42  -1.79  0.364
H  -0.29  -1.72  1.94  0.210
H  -3.68  -1.32  -0.45  0.303

Summary:
Total charge ... +1
Kohn-Sham gap ... 9.40 eV
LUMO energy ... -2.82 eV
Energy above the lowest of the compared OMol25 structures with the same formula, charge and spin ... 63.38 kcal per mole
Highest occupied orbital energy ... -12.226 eV

---

Here is 2 unconnected molecules or ions with the total composition C6H13N2O3P at a distorted geometry from the OMol25 dataset. Energies are from ωB97M-V/def2-TZVPD.

Each line ends with the Mulliken charge.
Element x y z (Å)
C  -0.30  1.89  -1.23  -1.244
P  1.04  1.22  -0.39  0.919
O  2.41  1.57  -1.19  -0.356
C  3.62  1.20  -0.53  0.672
O  4.66  1.47  -1.05  -0.504
C  3.20  0.68  0.84  -0.508
N  1.76  0.43  0.96  -0.450
N  1.28  -0.43  -0.16  -0.016
C  0.35  -1.40  0.17  0.299
C  0.12  -2.32  -1.12  -1.153
C  -1.10  -0.92  0.74  -1.489
H  -0.11  2.94  -1.17  0.267
H  -1.21  1.74  -0.70  0.384
H  3.33  1.38  1.64  0.320
H  3.58  -0.28  1.21  0.353
H  0.85  -2.00  0.85  0.402
H  0.89  -3.17  -1.07  0.275
H  -0.86  -2.70  -1.11  0.385
H  0.45  -1.69  -1.99  0.289
H  -1.69  -0.55  -0.14  0.356
H  -0.92  0.00  1.35  0.336
H  -1.61  -1.77  1.04  0.476
O  -2.83  3.76  -0.29  -0.632
H  -3.05  3.40  -1.08  0.305
H  -2.14  4.45  -0.34  0.315

Summary:
Total charge ... 0
Kohn-Sham gap ... 9.29 eV
SMILES ... C=[P@@]12OC(=O)CN1N2C(C)C.O
LUMO energy ... 0.27 eV
Energy above the lowest of the compared OMol25 structures with the same formula, charge and spin ... 91.80 kcal per mole
Highest occupied orbital energy ... -9.015 eV

---

Here is a molecular structure, C6H13N3 from the OMol25 dataset. Energies are from ωB97M-V/def2-TZVPD.

Each line ends with the Mulliken charge.
Element x y z (Å)
C  1.41  0.94  -1.48  -0.927
C  2.26  -0.05  0.57  -1.029
C  -2.70  -0.46  -0.30  -1.478
N  1.09  0.30  -0.22  0.197
C  -0.09  -0.80  -0.07  0.331
C  -0.52  0.29  0.76  0.406
N  -0.61  0.70  2.02  -0.382
C  -1.34  0.17  -0.46  -0.006
N  0.02  -2.10  0.10  -0.942
H  -1.25  1.43  2.28  0.237
H  -0.08  0.23  2.74  0.234
H  0.05  -2.57  -0.80  0.192
H  -1.28  0.94  -1.22  0.211
H  2.01  1.84  -1.31  0.317
H  0.51  1.24  -2.01  0.290
H  1.97  0.26  -2.13  0.302
H  1.96  -0.51  1.52  0.305
H  2.88  -0.79  0.05  0.325
H  2.85  0.84  0.79  0.341
H  -3.07  -0.77  -1.28  0.379
H  -2.64  -1.35  0.33  0.371
H  -3.44  0.24  0.11  0.326

Summary:
Total charge ... 0
Kohn-Sham gap ... 7.62 eV
LUMO energy ... 0.68 eV
Energy above the lowest of the compared OMol25 structures with the same formula, charge and spin ... 110.32 kcal per mole
Highest occupied orbital energy ... -6.947 eV

---

Here is 2 unconnected molecules or ions with the total composition C6H13N3 at a distorted geometry from the OMol25 dataset. Energies are from ωB97M-V/def2-TZVPD.

Each line ends with the Mulliken charge.
Element x y z (Å)
C  -1.02  2.15  -1.19  -0.356
N  -0.78  1.22  -0.40  -0.068
C  -1.88  0.57  0.41  0.560
C  -1.47  -0.20  1.42  -0.904
N  -3.16  0.91  0.08  -0.515
H  -2.14  2.42  -1.42  0.086
H  -0.25  2.71  -1.70  0.273
H  -0.43  -0.31  1.64  0.239
H  -2.18  -0.65  2.09  0.250
H  -3.26  1.33  -0.90  0.165
H  -3.85  0.19  0.28  0.258
C  1.36  -1.54  -1.01  -1.041
C  1.91  -1.17  0.34  0.920
C  2.40  0.24  0.46  -1.106
N  1.94  -1.91  1.36  -0.728
H  0.53  -0.87  -1.25  0.154
H  1.00  -2.57  -1.03  0.346
H  2.13  -1.42  -1.78  0.335
H  1.59  0.92  0.20  0.167
H  2.73  0.43  1.47  0.304
H  3.22  0.41  -0.24  0.418
H  1.59  -2.86  1.19  0.244

Summary:
Total charge ... 0
Kohn-Sham gap ... 9.34 eV
SMILES ... C=NC(=C)N.CC(C)=N
LUMO energy ... 0.78 eV
Energy above the lowest of the compared OMol25 structures with the same formula, charge and spin ... 48.98 kcal per mole
Highest occupied orbital energy ... -8.557 eV

---

Here is a gas-phase ion, C6H13N3 (charge +2) at a distorted geometry from the OMol25 dataset. Energies are from ωB97M-V/def2-TZVPD.

Each line ends with the Mulliken charge.
Element x y z (Å)
C  1.56  -1.75  0.33  -0.992
C  0.47  -1.24  1.23  -0.361
N  -0.49  -0.54  0.35  0.286
C  -1.52  -1.38  -0.40  -0.781
C  -1.04  0.53  1.00  -0.158
C  -0.66  1.71  0.47  -0.546
N  0.07  1.51  -0.70  0.632
C  0.66  2.59  -1.45  -0.652
N  0.24  0.30  -0.92  -0.599
H  2.36  -1.88  1.06  0.378
H  1.44  -2.73  -0.14  0.386
H  1.79  -0.99  -0.40  0.334
H  0.78  -0.54  1.96  0.466
H  0.02  -2.03  1.80  0.368
H  -1.16  -2.31  -0.89  0.350
H  -2.37  -1.76  0.14  0.425
H  -1.92  -0.98  -1.26  0.416
H  -1.72  0.30  1.90  0.481
H  -0.72  2.73  0.85  0.491
H  1.38  2.20  -2.28  0.355
H  1.14  3.28  -0.72  0.334
H  -0.29  2.98  -1.93  0.386

Summary:
Total charge ... +2
Kohn-Sham gap ... 9.34 eV
SMILES ... CC[N@@+]1(C)C=C[N+](C)=N1
LUMO energy ... -10.96 eV
Energy above the lowest of the compared OMol25 structures with the same formula, charge and spin ... 141.34 kcal per mole
Highest occupied orbital energy ... -20.308 eV

---

Here is a molecular structure, C6H13N3Si at a distorted geometry from the OMol25 dataset. Energies are from ωB97M-V/def2-TZVPD.

Each line ends with the Mulliken charge.
Element x y z (Å)
C  2.90  1.01  -0.17  -0.077
C  2.15  -0.75  0.65  0.052
C  -1.26  1.87  -1.55  -1.256
C  -1.19  -1.16  2.33  -1.185
C  -0.23  -1.75  -0.99  -1.011
C  -1.68  1.09  -0.31  -0.521
N  3.31  -0.16  0.32  -0.643
N  1.63  1.22  -0.14  -0.684
N  1.14  0.09  0.39  0.583
Si  -0.58  -0.37  0.17  0.195
H  3.58  1.75  -0.73  0.336
H  1.94  -1.82  0.95  0.316
H  -1.74  2.80  -1.58  0.419
H  -0.25  2.17  -1.54  0.356
H  -1.30  1.24  -2.43  0.302
H  -1.86  -0.46  2.83  0.313
H  -1.78  -2.10  2.25  0.357
H  -0.36  -1.50  2.93  0.345
H  -1.14  -1.96  -1.55  0.362
H  0.67  -1.32  -1.57  0.343
H  0.30  -2.59  -0.54  0.326
H  -2.72  0.89  -0.25  0.520
H  -1.53  1.82  0.53  0.251

Summary:
Total charge ... 0
Kohn-Sham gap ... 10.26 eV
LUMO energy ... 0.72 eV
Energy above the lowest of the compared OMol25 structures with the same formula, charge and spin ... 25.13 kcal per mole
Highest occupied orbital energy ... -9.535 eV

---

- Which value of total charge does entry 6 give?
  0